[1]
Density functional theory data (the ωB97M-V functional and the def2-TZVPD basis) for a structure of composition C28H24Cl2F3N2O3S2Zr.

## Properties
HOMO level = -0.4012 hartree
energy above the lowest of the compared OMol25 structures with the same formula, charge and spin = 19.8 kcal per mole
net charge = +1

CARTESIAN COORDINATES (ANGSTROEM)
Zr1 -0.06 0.51 -0.34
F1 4.81 0.08 1.83
C1 4.17 0.67 2.85
F2 4.36 1.99 2.74
F3 4.76 0.26 3.98
C2 2.70 0.32 2.85
C3 2.15 -0.31 3.94
C4 0.79 -0.65 3.97
C5 0.04 -0.39 2.86
N1 0.59 0.22 1.78
C6 1.86 0.64 1.78
S1 2.23 1.60 0.37
H1 2.77 -0.54 4.79
H2 0.33 -1.11 4.83
H3 -1.01 -0.63 2.78
C7 0.40 -3.28 1.23
C8 -0.57 -3.05 0.11
O1 -0.90 -1.64 -0.02
H4 0.66 -4.34 1.25
H5 -0.04 -3.03 2.20
H6 1.32 -2.72 1.11
H7 -1.51 -3.57 0.28
H8 -0.17 -3.37 -0.85
H9 -1.83 -1.52 -0.26
Cl1 1.79 -1.29 -1.24
C9 2.63 -0.59 -2.64
C10 3.80 0.08 -2.36
C11 4.48 0.67 -3.42
C12 3.97 0.54 -4.70
C13 2.80 -0.17 -4.95
Cl2 2.30 -0.35 -6.59
C14 2.07 -0.76 -3.91
N2 0.90 -1.50 -4.07
C15 -0.18 -1.28 -4.98
C16 -0.66 -2.36 -5.70
C17 -1.75 -2.20 -6.54
C18 -2.34 -0.95 -6.69
C19 -1.85 0.12 -5.96
C20 -0.78 -0.03 -5.08
C21 -0.29 1.13 -4.27
C22 -0.30 0.93 -2.80
O2 0.43 1.68 -2.04
O3 -0.99 0.04 -2.21
H10 4.15 0.16 -1.34
H11 5.40 1.21 -3.24
H12 4.48 0.98 -5.55
H13 0.78 -2.25 -3.42
H14 -0.17 -3.32 -5.61
H15 -2.12 -3.05 -7.10
H16 -3.17 -0.82 -7.36
H17 -2.32 1.10 -6.06
H18 -0.90 2.03 -4.45
H19 0.73 1.43 -4.52
S2 -2.37 0.83 0.60
C23 -2.42 2.54 0.10
C24 -1.23 3.25 0.01
C25 -1.19 4.58 -0.38
C26 -2.38 5.22 -0.68
C27 -3.58 4.52 -0.59
C28 -3.60 3.18 -0.22
H20 -0.28 2.80 0.28
H21 -0.24 5.10 -0.45
H22 -2.37 6.26 -0.97
H23 -4.51 5.02 -0.82
H24 -4.54 2.64 -0.17

Mulliken atomic charge list, values in e, 4 entries: -0.14 -0.22 0.62 -0.22


[2]
Density functional theory data (the ωB97M-V functional and the def2-TZVPD basis) for a structure of composition C28H24Cl3CrN2O2S5Se.

## Properties
2S+1 = 5
HOMO level (alpha / beta) = -0.1259 / -0.1312 hartree
energy above the lowest of the compared OMol25 structures with the same formula, charge and spin = 12.2 kcal per mole
net charge = -1

CARTESIAN COORDINATES (ANGSTROEM)
Cr1 -1.16 -2.49 1.46
O1 -5.28 -7.13 4.29
C1 -4.59 -6.27 3.78
S1 -4.56 -5.93 2.05
C2 -3.41 -4.58 2.08
C3 -2.93 -4.25 3.29
S2 -1.79 -2.98 3.71
S3 -3.51 -5.19 4.66
S4 -3.09 -3.87 0.52
Cl1 3.06 7.54 -0.53
C4 2.02 6.15 -0.47
C5 0.93 6.08 -1.32
C6 0.11 4.96 -1.27
C7 0.35 3.93 -0.37
C8 -0.57 2.73 -0.32
C9 -1.59 2.87 0.81
N1 -2.23 1.60 1.08
C10 -3.43 1.13 0.57
C11 -3.44 -0.21 0.81
N2 -2.27 -0.57 1.43
C12 -1.57 0.53 1.58
O2 -1.28 2.56 -1.52
C13 -0.79 1.53 -2.40
C14 -1.71 0.36 -2.44
C15 -1.51 -0.85 -1.84
Cl2 -0.16 -1.31 -0.87
S5 -2.76 -1.98 -2.16
C16 -3.61 -0.82 -3.09
C17 -2.94 0.36 -3.16
C18 1.44 4.04 0.47
Cl3 1.78 2.78 1.61
C19 2.28 5.14 0.43
H1 0.74 6.88 -2.02
H2 -0.73 4.88 -1.94
H3 0.02 1.83 -0.11
H4 -2.34 3.60 0.53
H5 -1.09 3.22 1.72
H6 -4.14 1.78 0.09
H7 -4.19 -0.96 0.59
H8 -0.59 0.61 2.03
H9 0.22 1.23 -2.10
H10 -0.73 1.98 -3.40
H11 -4.55 -1.07 -3.54
H12 -3.31 1.23 -3.70
H13 3.13 5.20 1.10
C20 4.86 0.01 -1.71
C21 3.97 -0.88 -0.88
C22 3.55 -0.49 0.39
C23 2.73 -1.31 1.16
C24 2.33 -0.85 2.54
C25 2.28 -2.54 0.65
Se1 1.11 -3.63 1.75
C26 2.72 -2.95 -0.61
C27 2.32 -4.27 -1.23
C28 3.56 -2.11 -1.35
H14 5.09 0.94 -1.19
H15 4.39 0.26 -2.66
H16 5.81 -0.48 -1.95
H17 3.88 0.46 0.79
H18 2.80 0.11 2.78
H19 2.62 -1.58 3.30
H20 1.24 -0.76 2.63
H21 1.71 -4.85 -0.55
H22 3.20 -4.85 -1.51
H23 1.74 -4.09 -2.14
H24 3.89 -2.45 -2.33

Mulliken atomic charge list, values in e, 4 entries: 1.00 -0.65 0.58 -0.18


[3]
Density functional theory data (the ωB97M-V functional and the def2-TZVPD basis) for a structure of composition C28H24Cl5N5O5STi in a non-equilibrium geometry.

## Properties
2S+1 = 3
HOMO level (alpha / beta) = -0.1914 / -0.3062 hartree
net charge = 0

CARTESIAN COORDINATES (ANGSTROEM)
Ti1 -1.03 0.97 0.48
Cl1 -3.29 -6.09 1.66
C1 -3.16 -4.48 1.06
C2 -3.62 -3.52 1.91
Cl2 -4.35 -3.89 3.46
C3 -3.39 -2.18 1.58
Cl3 -4.01 -0.98 2.63
C4 -2.60 -1.75 0.45
O1 -2.32 -0.53 0.16
C5 -2.20 -2.85 -0.36
Cl4 -1.42 -2.44 -1.82
C6 -2.36 -4.18 -0.05
Cl5 -1.65 -5.42 -0.95
N1 -2.73 2.16 1.22
C7 -3.32 2.98 0.08
C8 -4.48 3.72 0.20
C9 -4.94 4.45 -0.87
C10 -4.10 4.67 -1.93
C11 -2.93 3.97 -2.01
C12 -2.09 4.09 -3.17
C13 -0.92 3.36 -3.21
C14 -0.69 2.42 -2.24
N2 -1.51 2.17 -1.19
C15 -2.55 3.07 -1.07
H1 -3.47 1.51 1.49
H2 -2.37 2.77 1.93
H3 -4.94 3.67 1.18
H4 -5.82 5.00 -0.70
H5 -4.45 5.25 -2.80
H6 -2.31 4.90 -3.87
H7 -0.24 3.53 -4.03
H8 0.22 1.86 -2.24
N3 0.70 -1.76 1.46
C16 0.63 -2.73 2.39
C17 -0.21 -2.24 3.42
C18 -0.54 -0.96 2.94
N4 -0.04 -0.70 1.79
H9 1.11 -1.74 0.55
H10 1.12 -3.67 2.23
H11 -0.54 -2.74 4.31
H12 -1.16 -0.24 3.40
C19 2.41 -4.64 -1.12
C20 2.90 -3.24 -1.11
C21 4.16 -2.92 -0.55
C22 4.71 -1.67 -0.64
C23 3.94 -0.71 -1.35
C24 2.70 -0.99 -1.83
C25 2.20 -2.29 -1.76
S1 4.46 1.00 -1.35
O2 5.87 1.00 -1.54
O3 3.59 1.76 -2.23
N5 4.33 1.51 0.27
C26 3.48 2.64 0.71
C27 2.53 2.23 1.83
C28 1.22 1.78 1.17
O4 0.11 2.21 1.65
O5 1.20 1.15 0.10
H13 2.54 -5.11 -0.13
H14 3.01 -5.22 -1.82
H15 1.30 -4.66 -1.35
H16 4.69 -3.67 0.03
H17 5.73 -1.48 -0.26
H18 2.06 -0.13 -2.23
H19 1.25 -2.56 -2.19
H20 5.30 1.71 0.54
H21 3.00 3.09 -0.17
H22 4.17 3.45 1.09
H23 2.32 3.05 2.45
H24 2.79 1.29 2.32

Mulliken atomic charge list, values in e, 4 entries: 0.30 -0.22 0.48 -0.30


[4]
Density functional theory data (the ωB97M-V functional and the def2-TZVPD basis) for the molecule C28H24F2N4O4 in a non-equilibrium geometry.

## Properties
HOMO level = -0.3046 hartree
energy above the lowest of the compared OMol25 structures with the same formula, charge and spin = 3.9 kcal per mole
net charge = 0
structure (SMILES) = NC(=O)C[C@@H](NC(=O)Cc1cccc2ccccc12)c1ccc(NCc2ccc(F)c(F)c2)c([N+](=O)[O-])c1

CARTESIAN COORDINATES (ANGSTROEM)
N1 1.98 2.11 2.70
C1 1.55 1.12 1.90
O1 0.37 0.89 1.73
C2 2.67 0.31 1.27
H1 3.47 0.96 0.92
H2 3.08 -0.34 2.05
C3 2.16 -0.59 0.13
N2 1.18 -1.51 0.66
C4 1.52 -2.75 1.09
O2 2.57 -3.29 0.81
C5 0.44 -3.41 1.93
C6 -0.24 -2.43 2.84
C7 -1.58 -2.18 2.73
C8 -2.23 -1.22 3.52
C9 -1.51 -0.49 4.42
C10 -0.13 -0.70 4.58
C11 0.63 0.07 5.48
C12 1.97 -0.13 5.62
C13 2.61 -1.12 4.87
C14 1.91 -1.89 3.98
C15 0.52 -1.69 3.79
H3 2.42 -2.65 3.42
H4 3.67 -1.29 5.00
H5 2.55 0.47 6.32
H6 0.12 0.83 6.07
H7 -2.00 0.27 5.02
H8 -3.29 -1.06 3.40
H9 -2.17 -2.74 2.00
H10 -0.30 -3.85 1.25
H11 0.90 -4.22 2.49
H12 0.36 -1.06 1.03
C16 1.56 0.18 -1.02
C17 1.67 1.54 -1.18
C18 1.07 2.21 -2.26
C19 0.34 1.50 -3.23
N3 -0.23 2.11 -4.29
C20 -1.01 1.46 -5.30
C21 -2.33 0.91 -4.81
C22 -2.94 -0.13 -5.50
C23 -4.16 -0.63 -5.07
C24 -4.77 -0.10 -3.93
C25 -4.16 0.93 -3.24
C26 -2.95 1.43 -3.68
H13 -2.48 2.24 -3.13
H14 -4.64 1.33 -2.36
F1 -5.94 -0.59 -3.51
F2 -4.74 -1.63 -5.75
H15 -2.49 -0.56 -6.38
H16 -1.21 2.20 -6.09
H17 -0.43 0.65 -5.76
H18 -0.15 3.12 -4.30
C27 0.24 0.10 -3.05
C28 0.83 -0.53 -1.99
H19 0.73 -1.60 -1.88
H20 -0.33 -0.48 -3.76
N4 1.24 3.61 -2.29
O3 1.92 4.14 -1.43
O4 0.70 4.26 -3.18
H21 2.21 2.15 -0.47
H22 3.00 -1.20 -0.24
H23 2.95 2.29 2.87
H24 1.29 2.67 3.19

Mulliken atomic charge list, values in e, 4 entries: -0.31 0.83 -0.71 -1.70


Question: Which of these has the highest net charge?
Answer: C28H24Cl2F3N2O3S2Zr


Question: Which formula does entry 3 have?
Answer: C28H24Cl5N5O5STi


Question: What is the net charge in the first record?
Answer: +1


Question: Number 4 is which compound?
Answer: C28H24F2N4O4